{"formula": "C33H94N8O10", "method": "ωB97M-V with the def2-TZVPD basis set", "homo_ev": -8.677, "e_tot_ha": -2503.966290, "e_lumo_ev": 0.45, "smiles": "COC[C@H](C)N.COC[C@H](C)N.COC[C@H](C)N.COC[C@H](C)N.COC[C@H](C)N.COC[C@H](C)N.COC[C@H](C)N.COC[C@H](C)N.CO.O", "e_above_lowest_kj_mol": 0.0, "species": ["C", "O", "C", "C", "C", "N", "H", "H", "H", "H", "H", "H", "H", "H", "H", "H", "H", "C", "O", "C", "C", "C", "N", "H", "H", "H", "H", "H", "H", "H", "H", "H", "H", "H", "C", "O", "C", "C", "C", "N", "H", "H", "H", "H", "H", "H", "H", "H", "H", "H", "H", "C", "O", "C", "C", "C", "N", "H", "H", "H", "H", "H", "H", "H", "H", "H", "H", "H", "C", "O", "C", "C", "C", "N", "H", "H", "H", "H", "H", "H", "H", "H", "H", "H", "H", "C", "O", "C", "C", "C", "N", "H", "H", "H", "H", "H", "H", "H", "H", "H", "H", "H", "C", "O", "C", "C", "C", "N", "H", "H", "H", "H", "H", "H", "H", "H", "H", "H", "H", "C", "O", "C", "C", "C", "N", "H", "H", "H", "H", "H", "H", "H", "H", "H", "H", "H", "C", "O", "H", "H", "H", "H", "O", "H", "H"], "xyz": [[-1.376, 5.835, -1.396], [-1.816, 4.620, -0.829], [-1.676, 3.465, -1.617], [-2.930, 3.179, -2.449], [-4.085, 2.688, -1.558], [-2.666, 2.096, -3.393], [-2.103, 6.360, -2.028], [-0.441, 5.705, -1.941], [-1.313, 6.514, -0.543], [-0.747, 3.557, -2.196], [-1.522, 2.583, -0.987], [-3.178, 4.046, -3.074], [-3.842, 1.841, -0.920], [-4.895, 2.335, -2.199], [-4.411, 3.573, -1.008], [-3.493, 1.794, -3.885], [-1.921, 2.240, -4.061], [2.227, -1.973, 1.054], [3.626, -1.879, 1.155], [4.249, -2.844, 0.339], [5.775, -2.723, 0.447], [6.169, -1.271, 0.086], [6.524, -3.614, -0.418], [1.784, -2.922, 1.376], [1.796, -1.880, 0.048], [1.807, -1.177, 1.666], [3.874, -3.859, 0.533], [3.980, -2.627, -0.710], [6.121, -2.916, 1.466], [5.824, -0.555, 0.835], [5.653, -0.914, -0.811], [7.252, -1.199, 0.009], [6.339, -3.335, -1.381], [6.161, -4.562, -0.350], [-6.640, 0.285, 2.791], [-5.324, -0.125, 2.475], [-5.147, -1.541, 2.285], [-5.374, -1.879, 0.797], [-4.991, -3.349, 0.584], [-4.564, -1.012, -0.039], [-6.862, 1.143, 2.155], [-6.705, 0.625, 3.830], [-7.379, -0.509, 2.667], [-4.104, -1.742, 2.539], [-5.802, -2.033, 3.009], [-6.435, -1.757, 0.563], [-5.206, -3.650, -0.443], [-5.545, -4.023, 1.238], [-3.915, -3.461, 0.731], [-4.655, -0.103, 0.427], [-3.560, -1.120, 0.157], [-1.702, -1.284, -3.477], [-1.172, -2.589, -3.590], [-0.732, -2.941, -4.878], [0.125, -4.229, -4.754], [1.517, -3.924, -4.195], [0.301, -4.810, -6.106], [-2.430, -0.951, -4.217], [-0.866, -0.574, -3.420], [-2.169, -1.151, -2.498], [-1.536, -3.054, -5.612], [-0.019, -2.238, -5.339], [-0.387, -4.977, -4.145], [2.093, -3.273, -4.855], [2.006, -4.876, -3.993], [1.446, -3.401, -3.237], [0.459, -4.006, -6.708], [-0.559, -5.269, -6.383], [-0.723, -4.316, 2.886], [-0.556, -3.526, 4.048], [-0.184, -2.211, 3.726], [0.125, -1.316, 4.932], [0.625, 0.047, 4.426], [1.170, -1.893, 5.771], [0.243, -4.434, 2.386], [-1.387, -3.850, 2.148], [-1.183, -5.242, 3.221], [0.743, -2.257, 3.143], [-0.887, -1.707, 3.046], [-0.763, -1.163, 5.550], [0.043, 0.287, 3.528], [1.640, -0.066, 4.038], [0.517, 0.852, 5.144], [0.975, -2.865, 5.975], [2.080, -1.805, 5.341], [-5.858, 4.811, 2.665], [-4.465, 4.700, 2.627], [-4.022, 3.366, 2.424], [-2.498, 3.256, 2.549], [-2.045, 3.078, 3.996], [-1.751, 4.398, 2.016], [-6.309, 4.323, 1.791], [-6.176, 5.850, 2.705], [-6.248, 4.310, 3.563], [-4.459, 2.812, 3.266], [-4.368, 2.978, 1.463], [-2.248, 2.361, 1.974], [-2.470, 3.886, 4.599], [-0.970, 3.062, 4.149], [-2.481, 2.162, 4.409], [-1.817, 4.509, 0.996], [-2.072, 5.286, 2.384], [1.621, 2.746, 1.730], [2.458, 1.733, 1.281], [3.815, 2.045, 1.038], [4.562, 2.324, 2.367], [6.009, 2.722, 2.147], [4.510, 1.075, 3.157], [1.504, 3.606, 1.047], [1.875, 3.222, 2.682], [0.577, 2.427, 1.734], [4.229, 1.205, 0.474], [3.822, 2.852, 0.289], [4.130, 3.195, 2.863], [6.048, 3.579, 1.465], [6.613, 1.913, 1.732], [6.489, 3.028, 3.077], [3.813, 1.226, 3.882], [4.128, 0.323, 2.591], [2.020, 1.126, -1.949], [3.116, 0.951, -2.826], [3.132, -0.318, -3.410], [4.232, -0.409, -4.473], [3.995, 0.543, -5.640], [4.314, -1.768, -5.021], [1.108, 0.900, -2.512], [2.039, 2.122, -1.518], [2.093, 0.417, -1.116], [3.363, -1.072, -2.641], [2.163, -0.607, -3.837], [5.189, -0.146, -4.007], [4.811, 0.443, -6.355], [3.886, 1.550, -5.228], [3.062, 0.363, -6.176], [4.394, -2.402, -4.225], [5.180, -1.884, -5.535], [-0.895, -0.007, 0.146], [-1.637, -1.204, 0.412], [-1.158, 0.589, 1.017], [0.161, -0.294, 0.093], [-1.123, 0.330, -0.871], [-1.234, -1.908, -0.125], [-0.366, -3.307, -1.137], [-0.726, -3.037, -2.019], [-0.459, -4.264, -1.108]], "mulliken_charge": [-0.9825, -0.3457, 0.1409, 0.3459, -1.2384, -0.4698, 0.2878, 0.3429, 0.3128, 0.4212, -0.5827, 0.2804, 0.0276, 0.5350, 0.3247, 0.2101, 0.2074, 0.2623, -0.2172, -0.3132, 0.2628, -0.8728, -0.7276, 0.1791, -0.1251, -0.1156, 0.3030, -0.0517, 0.2837, 0.1040, -0.0195, 0.4771, 0.2409, 0.2883, -0.8474, -0.2206, -0.5819, 0.5030, -1.2959, -0.6435, 0.2135, 0.2463, 0.4679, -0.0878, 0.5740, 0.4314, 0.3440, 0.4423, 0.0149, 0.2161, 0.2980, -0.4582, -0.3717, -0.7452, 0.2464, -1.1035, -0.7141, 0.4618, 0.0064, -0.0448, 0.2869, 0.3366, 0.4368, 0.2982, 0.3754, 0.0917, 0.2912, 0.2868, -0.5461, -0.4859, 0.9451, 0.1530, -0.3026, -0.7257, 0.2364, 0.0806, 0.3386, -0.6587, -0.0678, 0.3940, -0.2373, -0.2269, 0.4850, 0.3182, 0.2499, -0.7182, -0.4032, -0.8350, 2.1887, -1.8116, -0.4612, 0.2720, 0.2853, 0.2823, 0.4374, 0.1866, -0.8142, 0.3809, 0.3041, 0.3814, 0.2983, 0.3404, -0.7423, 0.4964, -0.7537, 0.5319, -1.7594, -0.6196, 0.3208, 0.2994, -0.1383, -0.0373, 0.5527, 0.3127, 0.3666, 0.2642, 0.4005, 0.3197, 0.2128, -0.1513, -0.5658, 0.8617, 0.3954, -1.5092, -0.6139, 0.2267, 0.2863, -0.0298, -0.6299, -0.0099, 0.2625, 0.3982, 0.3193, 0.2871, 0.1707, 0.2934, 1.1200, 0.6218, -0.4795, -0.7881, -0.2753, -0.3101, -0.3895, 0.4247, 0.2626]}